(1)
Below is a molecular structure, C28H24ClN8RuSe, with properties calculated with ωB97M-V/def2-TZVPD.

Results
Energy above the lowest of the compared OMol25 structures with the same formula, charge and spin   0.0 kcal/mol
F_max   0.0107 Eh/bohr
LUMO level   -10.552 eV
Kohn-Sham gap   5.65 eV

```
! RIJCOSX wB97M-V def2-TZVPD def2/J DEFGRID3
* xyz 3 1
Ru -0.90265 0.38009 0.81419
C -0.66357 2.00497 -1.61105
N -0.20054 2.07194 -0.18607
C -0.69215 3.34467 0.44125
C -2.02817 3.01930 1.01901
N -2.37271 1.74781 1.11973
C -3.63121 1.71821 1.73236
C -4.46507 0.65433 2.06368
C -5.65954 0.96636 2.67692
C -6.02364 2.29739 2.94786
C -5.20994 3.35804 2.61041
C -4.00567 3.03432 1.99576
N -2.95742 3.83195 1.52746
C -0.87361 0.58044 -1.97912
N -1.30217 -0.26119 -1.05387
C -1.47323 -1.49785 -1.69388
C -2.00408 -2.70798 -1.24661
C -2.10408 -3.73349 -2.16310
C -1.70842 -3.56868 -3.50174
C -1.22694 -2.36422 -3.96816
C -1.12678 -1.33671 -3.03584
N -0.73659 -0.00460 -3.17387
H 0.00842 2.54047 -2.28227
H -1.63664 2.49948 -1.64846
H 0.81430 2.09978 -0.16109
H -0.74796 4.13890 -0.30605
H 0.01122 3.66661 1.21070
H -4.20423 -0.37179 1.83675
H -6.34068 0.17325 2.95224
H -6.97116 2.49200 3.43066
H -5.49916 4.38025 2.81189
H -2.92490 4.84051 1.54333
H -2.38963 -2.82780 -0.24305
H -2.52868 -4.68027 -1.85805
H -1.81426 -4.39786 -4.18747
H -0.96454 -2.22358 -5.00793
H -0.52333 0.46393 -4.04212
Se 4.17758 -2.39098 0.33199
N 3.16452 -3.70101 0.83706
C 1.92531 -3.28892 1.06991
C 0.87529 -4.12712 1.53701
C -0.33018 -3.54009 1.77386
C -0.46533 -2.15674 1.53071
N 0.46401 -1.32432 1.09336
C 1.67408 -1.89594 0.85423
N 2.76524 -1.25049 0.45030
H 1.06093 -5.18122 1.70002
H -1.17897 -4.09978 2.13950
H -1.45039 -1.71058 1.75273
Cl 8.78736 0.93912 -0.95982
C 7.11792 0.74728 -0.64658
C 6.26546 0.35673 -1.67628
C 4.91379 0.21047 -1.41909
C 4.40911 0.43815 -0.13555
C 2.95668 0.19338 0.15054
C 5.27321 0.83944 0.88402
C 6.62485 0.99266 0.63276
H 6.66555 0.18579 -2.66600
H 4.24964 -0.07437 -2.22914
H 2.61043 0.74677 1.02490
H 2.32722 0.42498 -0.71194
H 4.89454 1.03193 1.88158
H 7.30156 1.30591 1.41559
*
```

Here are the Löwdin charges for atoms 1 to 8, given in e: number 1, Ru, carries 1.127; number 2, C, carries -0.062; number 3, N, carries -0.143; number 4, C, carries -0.062; number 5, C, carries -0.297; number 6, N, carries -0.001; number 7, C, carries -0.199; number 8, C, carries -0.014

(2)
Below is a molecular structure, C28H24N3ScSe, with properties calculated with ωB97M-V/def2-TZVPD.

Results
Energy above the lowest of the compared OMol25 structures with the same formula, charge and spin   16.6 kcal/mol
F_max   0.0297 Eh/bohr
LUMO level   -0.243 eV
Kohn-Sham gap   5.85 eV

```
! RIJCOSX wB97M-V def2-TZVPD def2/J DEFGRID3
* xyz 0 1
Sc -0.45793 0.13558 0.07314
C -3.50826 -1.42253 -3.82838
C -2.36700 -1.89088 -2.99245
C -1.07742 -1.41750 -3.21942
C -0.04214 -1.69083 -2.33426
C -0.26495 -2.53354 -1.24250
C -1.52622 -3.10097 -1.07967
C -2.56739 -2.75946 -1.92472
H -3.19292 -1.17192 -4.84011
H -3.90442 -0.52435 -3.34785
H -4.30597 -2.16091 -3.86191
H -0.87846 -0.83081 -4.10703
H 0.95915 -1.32045 -2.54083
H 0.56445 -2.84458 -0.61107
H -1.69566 -3.81431 -0.28428
H -3.55249 -3.16726 -1.74993
C 1.75084 3.32051 2.79017
C 2.50835 4.00977 1.85445
C 2.19433 3.86210 0.51792
C 1.13541 3.02903 0.16297
N 0.46102 2.29274 1.06163
C 0.76374 2.45571 2.34668
C 0.62362 2.98500 -1.21656
C 0.63534 4.13703 -2.00199
C -0.00158 4.12044 -3.22958
C -0.64562 2.95949 -3.62033
C -0.59703 1.85498 -2.78452
N 0.04447 1.84510 -1.61830
H 1.93726 3.43299 3.84559
H 3.30279 4.67176 2.16241
H 2.76356 4.36190 -0.24924
H 0.18233 1.87275 3.05344
H 1.09509 5.04164 -1.63064
H -0.01623 5.00665 -3.84686
H -1.19391 2.91323 -4.54665
H -1.13015 0.94870 -3.03819
C -2.41432 -3.26513 2.49809
C -1.31763 -3.84077 3.12106
C -0.09485 -3.20103 3.05423
C 0.00618 -1.98466 2.37203
N -1.05664 -1.45598 1.73139
C -2.23201 -2.07871 1.80575
C 1.27435 -1.24697 2.26393
C 2.22903 -1.37392 3.27563
C 3.46929 -0.78323 3.13906
C 3.75035 -0.07548 1.98168
C 2.76956 0.10109 1.01616
C 1.48051 -0.45533 1.09696
H -3.38852 -3.72927 2.54448
H -1.41724 -4.77612 3.65354
H 0.77546 -3.64557 3.51384
H -3.06038 -1.60241 1.29264
H 1.99356 -1.91531 4.18217
H 4.21322 -0.88280 3.91673
H 4.73102 0.35835 1.84020
H 3.04374 0.68955 0.14134
Se -2.75067 0.55686 -0.56200
*
```

Here are the Löwdin charges for atoms 1 to 8, given in e: number 1, Sc, carries 0.537; number 2, C, carries -0.050; number 3, C, carries -0.320; number 4, C, carries -0.094; number 5, C, carries -0.124; number 6, C, carries -0.139; number 7, C, carries -0.093; number 8, C, carries -0.057

(3)
Below is a molecular structure, C28H24N3ScSe, with properties calculated with ωB97M-V/def2-TZVPD.

Results
Energy above the lowest of the compared OMol25 structures with the same formula, charge and spin   3.2 kcal/mol
F_max   0.0032 Eh/bohr
LUMO level   -0.866 eV
Kohn-Sham gap   5.44 eV

```
! RIJCOSX wB97M-V def2-TZVPD def2/J DEFGRID3
* xyz 0 1
Sc -1.38454 0.07686 1.49248
C 2.66004 -4.26236 -2.40623
C 1.22267 -3.97784 -2.05773
C 0.31319 -3.57455 -3.03095
C -1.00839 -3.28937 -2.69958
C -1.43805 -3.40521 -1.38901
C -0.54490 -3.82185 -0.40895
C 0.76957 -4.10557 -0.74385
H 2.77952 -4.44609 -3.47388
H 3.03066 -5.13637 -1.86915
H 3.30473 -3.42022 -2.14115
H 0.64062 -3.48515 -4.06122
H -1.69843 -2.97168 -3.47194
H -2.45469 -3.16480 -1.10521
H -0.90372 -3.91235 0.60922
H 1.45980 -4.44775 0.02153
C 2.45107 -2.25205 2.37314
C 3.41943 -1.29953 2.63067
C 3.07081 0.04088 2.59798
C 1.76609 0.39166 2.28937
N 0.83537 -0.53349 2.02118
C 1.16628 -1.82585 2.07988
C 1.29021 1.79888 2.29064
C 2.15925 2.87967 2.33463
C 1.64421 4.16092 2.39358
C 0.27338 4.32954 2.40780
C -0.53059 3.20581 2.32619
N -0.04179 1.96341 2.26164
H 2.67005 -3.30974 2.41279
H 4.43267 -1.59307 2.87221
H 3.80551 0.79722 2.83326
H 0.34382 -2.50757 1.90220
H 3.22829 2.72634 2.31314
H 2.30854 5.01417 2.42511
H -0.17791 5.30975 2.46297
H -1.60833 3.29056 2.28536
C 0.76906 -0.10728 -2.50667
C 0.25092 0.98264 -3.18830
C -0.75061 1.73436 -2.60777
C -1.22939 1.40568 -1.33900
N -0.69425 0.35724 -0.67876
C 0.26083 -0.38180 -1.25505
C -2.33129 2.13590 -0.65642
C -2.96760 3.20664 -1.29102
C -4.02419 3.85427 -0.67269
C -4.45847 3.41882 0.57271
C -3.81333 2.35591 1.19293
C -2.72555 1.69072 0.61610
H 1.52984 -0.74573 -2.93186
H 0.61759 1.24079 -4.17374
H -1.16509 2.57447 -3.14332
H 0.61850 -1.23521 -0.69020
H -2.66129 3.54959 -2.27145
H -4.51601 4.68292 -1.16694
H -5.30186 3.90393 1.05118
H -4.18010 2.02710 2.16125
Se -2.48214 -1.89419 2.20088
*
```

Here are the Löwdin charges for atoms 1 to 8, given in e: number 1, Sc, carries 0.419; number 2, C, carries -0.057; number 3, C, carries -0.294; number 4, C, carries -0.074; number 5, C, carries -0.088; number 6, C, carries -0.091; number 7, C, carries -0.116; number 8, C, carries -0.068

(4)
Below is a molecular structure, C28H24N4O2TeV, with properties calculated with ωB97M-V/def2-TZVPD.

Results
F_max   0.0291 Eh/bohr
LUMO level   -11.516 eV
Kohn-Sham gap   5.00 eV

```
! RIJCOSX wB97M-V def2-TZVPD def2/J DEFGRID3
* xyz 3 1
V -0.03378 0.50868 0.55900
O -0.93833 6.36289 4.97927
N -0.60895 6.09825 3.84967
O -0.21633 6.86817 2.99409
C -0.63129 4.65514 3.47506
C -0.48520 3.76667 4.48617
C -0.40163 2.36530 4.20646
C -0.29103 1.38098 5.20759
C -0.24599 0.05202 4.84934
C -0.26999 -0.29199 3.49524
N -0.35106 0.61770 2.53395
C -0.45236 1.93089 2.87314
C -0.67348 2.87777 1.81343
N -0.81376 2.36637 0.55822
C -1.12242 3.18054 -0.43966
C -1.30472 4.55122 -0.24347
C -1.12657 5.09390 1.00831
C -0.78163 4.25415 2.09264
H -0.42394 4.13160 5.50340
H -0.25476 1.67148 6.24929
H -0.18231 -0.72837 5.59423
H -0.20925 -1.32762 3.17739
H -1.23206 2.72903 -1.41972
H -1.58260 5.17336 -1.08239
H -1.25886 6.15230 1.16593
C 4.00640 -0.41886 0.10771
Te 2.42959 0.88614 -0.55421
C 3.09568 2.25224 0.96488
C 4.53919 1.83212 1.15985
C 5.43955 2.70794 1.75610
C 6.75331 2.31785 1.95790
C 7.18171 1.05106 1.55490
C 6.29612 0.17799 0.94871
C 4.96687 0.56012 0.75357
H 4.39982 -0.87356 -0.80100
H 3.60902 -1.18265 0.77572
H 2.50566 2.14100 1.87921
H 2.98383 3.26096 0.57085
H 5.11935 3.69755 2.04990
H 7.45052 3.00507 2.41563
H 8.21036 0.75170 1.69819
H 6.63601 -0.79431 0.61915
C -3.86709 -0.04776 0.26335
C -3.37738 -1.30147 -0.36123
C -4.22492 -2.25874 -0.85497
C -3.70736 -3.42973 -1.44668
C -2.32284 -3.67639 -1.55865
C -1.41603 -2.76412 -1.08379
C 0.04956 -2.97803 -1.18586
C -1.94837 -1.55189 -0.47715
N -1.09138 -0.62899 -0.01157
H -4.94852 -0.07826 0.37565
H -3.61894 0.81737 -0.35810
H -3.42342 0.10842 1.24933
H -5.29653 -2.12596 -0.79348
H -4.40085 -4.17078 -1.82834
H -1.98309 -4.59112 -2.02339
H 0.25895 -3.94036 -1.64674
H 0.52332 -2.96505 -0.19952
H 0.51528 -2.20085 -1.79752
*
```

Here are the Löwdin charges for atoms 1 to 8, given in e: number 1, V, carries 0.776; number 2, O, carries 0.156; number 3, N, carries -0.326; number 4, O, carries 0.120; number 5, C, carries -0.027; number 6, C, carries 0.114; number 7, C, carries -0.084; number 8, C, carries 0.088

Q: Among the records above, which one has the highest Kohn-Sham gap?
A: number 2

Q: Which formula does entry 2 have?
A: C28H24N3ScSe